DFT (ωB97M-V with the def2-TZVPD basis set) results for a molecular structure, C24H50KN6Si3 at a distorted geometry.

Values from the calculation:
F_max = 18.95 eV Å⁻¹
Net charge = -1
Energy = -74568.5685 eV
E_LUMO (spin up / spin down) = 0.0918 / 0.0476 hartree
Gap between HOMO and LUMO (spin up / spin down) = 6.0113 / 1.0571 eV

Last column: Löwdin charge in e.
CARTESIAN COORDINATES (ANGSTROEM)
K  -0.941256  -0.101905  0.375148  0.1257
C  -2.454656  -2.642605  0.428248  -0.1451
C  -3.314856  -1.488405  -0.179952  -0.1820
N  -3.258156  -0.163205  0.436448  -0.1421
C  -3.481956  -0.155005  1.888548  -0.1724
C  -2.327756  0.453195  2.748748  -0.1757
N  -1.002556  -0.163205  2.692048  -0.1586
C  -0.994356  -1.615305  2.915748  -0.2085
C  -0.386156  -2.475505  1.761648  -0.2213
N  -1.002556  -2.418805  0.436448  -0.2006
H  -2.639156  -3.530205  -0.192452  0.1189
H  -2.839756  -2.926505  1.412648  0.1028
H  -4.360256  -1.822205  -0.190852  0.0985
H  -3.022956  -1.373205  -1.231052  0.0958
H  -3.774156  0.450795  0.050748  -0.0132
H  -3.765856  -1.139405  2.273648  0.0973
H  -4.369556  0.465695  2.073048  0.1022
H  -2.661556  0.464095  3.794148  0.1125
H  -2.212556  1.504295  2.456848  0.1039
H  -0.388556  0.222495  3.208048  -0.0047
H  -1.978756  -2.000405  3.199748  0.1210
H  -0.373656  -1.799805  3.803448  0.1156
H  -0.375256  -3.520905  2.095448  0.1431
H  0.664944  -2.183605  1.646448  -0.0239
H  -0.616856  -2.934805  -0.177552  -0.0161
C  0.562744  1.117595  -2.410652  -0.1201
Si  1.270844  -0.342205  -1.446052  0.2677
C  2.909944  -0.767205  -2.294752  -0.0669
C  0.054744  -1.760105  -1.718352  -0.1246
C  1.569144  -0.047105  0.375148  -0.4067
Si  2.328544  -1.393405  1.406848  0.3765
C  4.194344  -1.130005  1.543948  -0.1836
C  2.083144  -3.135105  0.718548  -0.1606
C  1.589144  -1.446505  3.141648  -0.1797
Si  1.793444  1.740195  0.921448  0.3385
C  3.382344  2.412695  0.114348  -0.1869
C  2.004944  1.955895  2.789348  -0.1877
C  0.345444  2.924095  0.464048  -0.2892
C  0.551144  4.293795  0.287948  -0.0664
C  -0.544956  5.105295  0.003348  -0.0834
C  -1.808956  4.538895  -0.095852  -0.0821
C  -1.928556  3.173895  0.096248  -0.1339
N  -0.886456  2.360695  0.375148  -0.0352
H  0.509844  0.861895  -3.473952  0.0769
H  1.186044  2.010195  -2.318552  0.0760
H  -0.452756  1.349395  -2.081352  0.0737
H  2.749944  -0.907005  -3.368052  0.0522
H  3.341944  -1.686705  -1.892652  0.0373
H  3.630944  0.044095  -2.158352  0.0483
H  -0.342356  -1.722205  -2.737552  0.1189
H  -0.785756  -1.687305  -1.022152  0.0296
H  0.535744  -2.732105  -1.590752  0.1079
H  4.647744  -1.071905  0.549848  0.0211
H  4.654944  -1.964005  2.081748  0.0187
H  4.426444  -0.208905  2.084948  0.0155
H  2.541244  -3.248505  -0.266852  0.0312
H  1.019544  -3.379805  0.652548  0.0089
H  2.552444  -3.864805  1.386148  0.0496
H  1.994944  -0.657805  3.778348  0.0445
H  1.823844  -2.403605  3.618048  0.0686
H  0.500944  -1.343705  3.101648  -0.0582
H  4.220844  1.736495  0.302048  0.0168
H  3.633644  3.392195  0.531548  0.0108
H  3.254944  2.518995  -0.966352  0.0148
H  2.909144  1.456995  3.147348  0.0192
H  1.137544  1.561195  3.325748  0.0124
H  2.096744  3.018995  3.033348  0.0283
H  1.535944  4.740395  0.377348  0.0963
H  -0.412256  6.174895  -0.134252  0.0981
H  -2.680456  5.144995  -0.313852  0.0925
H  -2.893656  2.680895  0.031148  0.0960
C  -2.240056  0.382195  -5.435952  -0.0386
N  -1.458256  0.090795  -4.262452  -0.1318
C  -0.179756  -0.385705  -4.230552  -0.1353
C  0.120644  -0.497705  -2.892552  -0.6049
N  -0.941256  -0.101905  -2.120252  -0.1738
C  -1.877956  0.247195  -2.973252  -0.0981
H  -1.652456  0.163195  -6.331152  0.0858
H  -2.509756  1.441195  -5.418252  0.0864
H  -3.137156  -0.241805  -5.418252  0.0819
H  0.393544  -0.599405  -5.121452  0.1257
H  1.043744  -0.841805  -2.444552  -0.0577
H  -2.862256  0.614095  -2.712652  0.1473
H  0.370044  1.209395  1.686448  0.0582

Forces on the atoms, in the same order (eV/Å):
K 0.0 2.5 1.0
C -0.4 0.0 -0.4
C -0.4 -0.2 -0.4
N 3.3 -5.9 4.6
C 0.2 0.4 0.3
C -0.3 0.4 0.3
N -6.5 -4.8 -3.1
C -2.4 -0.9 -0.1
C -1.0 -0.2 0.3
N -5.2 2.3 8.1
H -0.3 0.2 -0.1
H 0.2 0.1 0.0
H 0.1 -0.4 0.0
H 0.0 0.0 0.1
H -4.9 5.1 -3.7
H 0.1 0.0 -0.2
H 0.2 0.0 0.2
H 0.1 -0.7 -2.1
H 0.1 -0.1 0.0
H 5.1 3.8 4.6
H -0.2 0.2 -0.3
H -1.7 -0.8 0.1
H 0.0 0.0 0.5
H -2.7 -0.5 0.2
H 3.5 -5.0 -4.4
C 4.5 8.9 2.6
Si 5.6 7.4 16.5
C 0.0 -0.2 -0.4
C -0.2 -7.8 5.4
C 1.6 0.4 -0.2
Si 1.0 2.1 -0.6
C 0.1 -0.4 0.1
C 0.5 -0.5 -0.7
C 1.8 0.9 0.5
Si -0.4 -1.8 0.0
C -0.2 0.5 0.2
C 0.8 0.5 0.5
C 0.5 0.1 -0.5
C -0.8 0.2 -0.2
C 0.1 0.0 0.1
C 0.1 0.2 0.0
C 0.7 -0.6 0.1
N -0.4 2.5 -0.5
H 0.9 2.7 0.4
H 0.9 0.7 0.2
H 2.2 2.2 0.1
H 0.3 0.0 -0.1
H 0.0 0.1 0.0
H -0.2 0.0 0.1
H -0.4 -3.6 0.3
H 0.8 -0.4 -2.0
H 0.5 -0.8 -0.3
H 0.0 0.0 0.1
H 0.2 0.0 0.0
H 0.0 0.0 -0.1
H 0.1 -0.1 0.0
H 1.2 -0.6 -0.6
H 0.0 0.0 0.0
H 0.2 0.0 0.1
H -0.1 -0.1 0.1
H 4.3 0.8 0.3
H -0.1 0.0 0.0
H 0.2 0.1 -0.1
H 0.0 0.0 0.0
H 0.1 0.0 0.1
H 0.4 0.2 0.1
H 0.0 0.0 0.1
H 0.0 -0.2 -0.1
H 0.0 -0.1 0.0
H 0.0 -0.1 0.0
H -0.1 0.1 0.0
C 0.0 0.0 0.3
N -2.4 1.2 0.6
C 0.7 -3.2 -3.1
C -1.1 -0.8 -5.5
N -8.7 0.5 -2.0
C -0.1 -0.8 -1.0
H -0.1 0.0 0.2
H -0.1 -0.1 -0.3
H 0.0 0.1 -0.3
H -0.1 0.0 0.3
H -1.5 -4.8 -16.2
H 0.1 0.0 0.0
H -0.1 -0.8 -0.3

***

DFT (ωB97M-V with the def2-TZVPD basis set) results for 2 unconnected molecules or ions with the total composition C6H7FN2 at a distorted geometry.

Values from the calculation:
F_max = 4.36 eV Å⁻¹
Net charge = 0
Energy = -12026.8581 eV
E_LUMO = -0.0331 hartree
Energy above the lowest of the compared OMol25 structures with the same formula, charge and spin = 564.79 kJ/mol
Gap between HOMO and LUMO = 7.9663 eV

Last column: natural (NBO) charge in e.
CARTESIAN COORDINATES (ANGSTROEM)
C  -1.825313  0.852648  -0.242794  -0.3257
C  -3.209984  0.531743  -0.249374  -0.0467
C  -1.206219  -0.380878  -0.160039  0.0917
C  1.093956  0.137188  0.289086  -0.2834
C  0.201118  -0.714340  -0.136522  -0.2464
C  3.940586  0.156741  0.175538  0.2519
N  -3.334327  -0.759020  -0.435867  -0.2572
N  -2.161110  -1.338038  -0.287895  -0.3235
F  4.191266  -0.852278  -0.738273  -0.3530
H  -1.113754  1.674810  -0.010024  0.2300
H  -4.018481  1.191007  -0.258070  0.2087
H  0.933524  1.189632  0.684130  0.2077
H  2.310579  -0.005878  0.152414  0.1492
H  0.350248  -1.702288  -0.629477  0.2182
H  4.197077  1.049983  -0.401719  0.0665
H  -2.041547  -2.315769  -0.614314  0.4119

Forces on the atoms, in the same order (eV/Å):
C 1.6 -0.4 1.9
C 2.4 -0.2 -0.9
C 0.0 0.0 -0.6
C 3.9 1.9 -0.1
C -0.9 -1.1 -0.8
C 0.9 -2.2 -0.8
N -2.7 -0.9 0.5
N 0.7 0.0 -0.9
F -0.2 1.6 1.2
H -1.6 0.0 -0.5
H -1.2 0.6 -0.1
H -0.3 -1.7 -0.4
H -3.1 -0.1 0.7
H 0.8 0.8 0.6
H -0.1 0.5 -0.5
H -0.2 1.2 0.6

***

DFT (ωB97M-V with the def2-TZVPD basis set) results for a gas-phase ion, C2H6N3 (charge +1) at a distorted geometry.

Values from the calculation:
F_max = 3.16 eV Å⁻¹
Net charge = +1
Energy = -6634.3765 eV
E_LUMO = -0.1229 hartree
Energy above the lowest of the compared OMol25 structures with the same formula, charge and spin = 68.52 kJ/mol
Gap between HOMO and LUMO = 11.5099 eV

Last column: natural (NBO) charge in e.
CARTESIAN COORDINATES (ANGSTROEM)
N  -2.252316  -0.361535  -0.198601  -0.7659
C  -1.289756  0.419834  0.368565  0.3739
N  -0.047007  0.333085  0.189724  -0.4681
C  1.182312  0.292800  -0.226410  0.3856
N  2.271560  -0.363758  0.096856  -0.7146
H  -3.206076  -0.175233  0.117153  0.4378
H  -1.999947  -1.069600  -0.983236  0.4450
H  -1.483729  1.082018  1.273525  0.2360
H  1.248352  0.865552  -1.114923  0.2100
H  3.071068  -0.051837  -0.395625  0.4221
H  2.505536  -0.971321  0.872971  0.4382

Forces on the atoms, in the same order (eV/Å):
N 1.4 0.1 -0.7
C -0.9 -0.5 1.6
N 2.8 -1.4 -0.1
C -2.9 0.2 -0.5
N 0.1 -0.3 0.9
H 0.5 -0.5 -0.5
H -0.9 1.9 2.1
H -0.9 -0.6 -1.5
H 0.9 0.8 -0.8
H 0.8 0.1 -0.5
H -0.8 0.1 0.1

***

DFT (ωB97M-V with the def2-TZVPD basis set) results for a molecular structure, C23H23N6O3RhSSeTe.

Values from the calculation:
F_max = 0.16 eV Å⁻¹
Net charge = +2
2S+1 = 5
Energy = -125773.2925 eV
E_LUMO (spin up / spin down) = -0.2088 / -0.3151 hartree
Energy above the lowest of the compared OMol25 structures with the same formula, charge and spin = 201.02 kJ/mol
Gap between HOMO and LUMO (spin up / spin down) = 5.4747 / 5.3639 eV

Last column: natural (NBO) charge in e.
CARTESIAN COORDINATES (ANGSTROEM)
Rh  0.795967  2.041526  1.254341  1.3530
N  1.090255  2.930384  3.182024  -0.6154
N  2.425017  2.626141  3.536301  -0.5089
C  3.290601  2.138414  2.559250  0.8501
O  4.474574  2.120057  2.713612  -0.5486
O  2.671078  1.669274  1.464189  -0.7037
H  0.949943  3.937600  3.114673  0.3980
H  0.471952  2.566895  3.902326  0.4012
H  2.845818  3.172782  4.273987  0.4172
Se  -4.360300  -1.456276  -3.100587  1.0165
N  -2.593505  -1.284427  -3.203099  -0.5897
C  -2.216561  -0.547679  -2.192262  0.0519
C  -0.823382  -0.174145  -1.946970  -0.0066
C  0.239669  -0.549472  -2.731458  -0.1800
C  1.543728  -0.115867  -2.386257  -0.2982
C  1.716385  0.690619  -1.289573  0.0457
N  0.684543  1.081362  -0.519029  -0.5024
C  -0.586418  0.629621  -0.801571  0.0695
C  -1.591775  0.992240  0.104088  0.1347
N  -1.188344  1.659075  1.249801  -0.5541
C  -2.139062  2.076613  2.125421  0.0760
C  -3.467685  1.825499  1.946826  -0.2777
C  -3.887044  1.093360  0.813957  -0.0935
C  -2.956267  0.676552  -0.104601  -0.1003
C  -3.266130  -0.110757  -1.298693  0.1700
N  -4.473880  -0.496999  -1.609350  -0.5991
H  0.070005  -1.158263  -3.609941  0.2582
H  2.395740  -0.377446  -2.996245  0.2510
H  2.692522  1.047609  -0.988108  0.2338
H  -1.787926  2.618146  2.993836  0.1995
H  -4.181456  2.171158  2.679023  0.2519
H  -4.932312  0.859932  0.661732  0.2550
C  1.873423  6.396962  -0.333659  -0.8009
S  2.314782  4.875915  0.482355  1.2264
C  3.439925  4.199884  -0.725044  -0.8212
O  1.021144  4.042802  0.369439  -0.9862
H  1.488926  6.166964  -1.325667  0.2559
H  2.761611  7.025909  -0.388086  0.2632
H  1.113374  6.886095  0.271123  0.2638
H  4.283386  4.884181  -0.818177  0.2669
H  2.920670  4.085682  -1.675722  0.2509
H  3.794033  3.244379  -0.340275  0.2626
C  -1.071643  -3.029253  0.150447  -0.6595
Te  0.930726  -2.352359  0.317219  1.1392
C  1.497098  -4.370273  0.005473  -0.6873
C  0.227895  -5.134524  -0.279694  0.0126
C  0.287997  -6.484073  -0.614821  -0.2107
C  -0.877750  -7.185840  -0.864850  -0.1711
C  -2.109396  -6.545460  -0.783877  -0.1756
C  -2.173091  -5.203516  -0.454030  -0.1795
C  -1.003098  -4.493759  -0.200524  -0.1115
H  -1.554741  -2.422733  -0.617569  0.2609
H  -1.565249  -2.829314  1.104828  0.2658
H  2.008443  -4.700240  0.913255  0.2724
H  2.218797  -4.393570  -0.813005  0.2708
H  1.246192  -6.984365  -0.678613  0.2315
H  -0.827521  -8.234076  -1.124775  0.2414
H  -3.019441  -7.095136  -0.980609  0.2396
H  -3.132266  -4.703794  -0.392782  0.2241

Forces on the atoms, in the same order (eV/Å):
Rh -0.1 0.0 0.1
N 0.0 0.0 0.0
N 0.0 0.0 0.0
C 0.0 0.0 0.1
O 0.0 0.0 0.0
O 0.0 0.0 -0.1
H 0.0 0.0 0.0
H 0.0 0.0 0.0
H 0.0 0.0 0.0
Se 0.0 0.0 0.0
N 0.0 0.0 0.0
C 0.0 0.0 0.0
C 0.0 0.0 0.0
C 0.0 0.0 0.0
C 0.0 0.0 0.0
C 0.0 0.0 0.0
N 0.0 0.0 0.1
C 0.0 -0.1 0.0
C 0.0 0.0 0.1
N 0.1 0.1 -0.1
C 0.0 0.0 0.0
C 0.0 0.0 0.0
C 0.0 0.0 0.0
C 0.0 0.0 0.1
C 0.0 0.0 0.0
N 0.0 0.0 0.0
H 0.0 0.0 0.0
H 0.0 0.0 0.0
H 0.0 0.0 0.0
H 0.0 0.0 0.0
H 0.0 0.0 0.0
H 0.0 0.0 0.0
C 0.0 0.0 0.0
S 0.0 0.0 0.0
C 0.0 0.0 0.0
O 0.0 0.0 -0.1
H 0.0 0.0 0.0
H 0.0 0.0 0.0
H 0.0 0.0 0.0
H 0.0 0.0 0.0
H 0.0 0.0 0.0
H 0.0 0.0 0.0
C 0.0 0.0 0.0
Te -0.1 -0.1 -0.1
C 0.0 0.0 0.0
C 0.0 0.0 0.0
C 0.0 0.0 0.0
C 0.0 0.0 0.0
C 0.0 0.0 0.0
C 0.0 0.0 0.0
C 0.0 0.0 0.0
H 0.0 0.0 0.0
H 0.0 0.0 0.0
H 0.0 0.0 0.0
H 0.0 0.0 0.0
H 0.0 0.0 0.0
H 0.0 0.0 0.0
H 0.0 0.0 0.0
H 0.0 0.0 0.0